Density functional theory data (the ωB97M-V functional and the def2-TZVPD basis) for a 8-piece molecular cluster, C42H101FN3O13PS overall at a distorted geometry.

Each line ends with the Löwdin charge.
Positions of all 162 atoms, in Å:
C (-6.7361, 2.9341, 4.4977)  -0.07
C (-7.0441, 2.1869, 3.2027)  -0.26
O (-6.8233, 3.0490, 2.0778)  -0.18
C (-5.8413, 2.6162, 1.1342)  -0.16
C (-5.0537, 3.8545, 0.6638)  -0.17
O (-3.6459, 3.7661, 0.8437)  -0.15
C (-3.1122, 4.8041, 1.6692)  -0.19
C (-1.6422, 4.9803, 1.4308)  -0.17
O (-0.8482, 3.8044, 1.5792)  -0.16
C (0.5047, 4.1201, 1.8575)  -0.17
C (1.3102, 2.9189, 2.3265)  -0.26
N (0.9936, 1.6944, 1.5781)  -0.01
C (1.0227, 1.8508, 0.1045)  -0.14
C (-0.3739, 1.6638, -0.5126)  -0.34
C (-0.5486, 0.2685, -1.1065)  -0.03
F (-0.5239, 2.5980, -1.5678)  -0.04
C (1.1841, 2.7543, 3.8615)  -0.25
C (1.8402, 1.5087, 4.4417)  -0.14
O (1.3798, 0.2694, 3.9041)  -0.19
N (1.1037, -0.6637, 4.9700)  0.02
O (0.2571, -1.4023, 4.6599)  0.07
O (-0.1388, 3.0588, 4.3241)  -0.10
C (-1.0596, 2.0177, 4.5881)  -0.56
N (-2.2564, 2.7007, 5.1126)  0.01
P (-1.7384, 1.0193, 3.1568)  0.45
S (-3.1147, -0.2018, 3.8601)  0.07
H (-7.4808, 3.7226, 4.6499)  0.07
H (-6.7765, 2.2240, 5.3342)  0.08
H (-5.7354, 3.3821, 4.4531)  0.07
H (-8.1154, 1.9364, 3.2089)  0.11
H (-6.4704, 1.2549, 3.1280)  0.11
H (-6.3733, 2.2100, 0.2637)  0.12
H (-5.1264, 1.8978, 1.5535)  0.12
H (-5.4842, 4.7094, 1.2011)  0.12
H (-5.2434, 4.0257, -0.4073)  0.12
H (-3.3799, 4.5983, 2.7169)  0.13
H (-3.5539, 5.7638, 1.3527)  0.13
H (-1.5043, 5.3319, 0.3921)  0.14
H (-1.2974, 5.7861, 2.0957)  0.13
H (0.9802, 4.5092, 0.9388)  0.13
H (0.5980, 4.9220, 2.6052)  0.13
H (2.3677, 3.2058, 2.1594)  0.16
H (1.7236, 1.0178, 1.7983)  0.09
H (1.6578, 1.0483, -0.2932)  0.11
H (1.4677, 2.7909, -0.2436)  0.12
H (-1.1485, 1.8176, 0.2467)  0.11
H (-1.4235, 0.2334, -1.7660)  0.07
H (-0.6750, -0.4799, -0.3146)  0.08
H (0.3246, -0.0025, -1.7150)  0.08
H (1.8126, 3.5641, 4.2629)  0.16
H (1.7153, 1.4962, 5.5343)  0.13
H (2.9215, 1.5980, 4.2564)  0.14
H (-0.6978, 1.2965, 5.3375)  0.10
H (-1.9122, 3.5874, 5.4920)  0.09
H (-2.6096, 2.1886, 5.9221)  0.07
H (-2.2751, 1.9117, 2.2243)  -0.03
H (-0.7357, 0.2627, 2.5659)  -0.05
C (-2.4562, 1.8201, -4.2724)  -0.07
C (-1.0734, 1.6542, -4.8785)  -0.28
O (-1.0783, 1.4365, -6.2791)  -0.16
C (-1.6478, 2.4756, -7.0567)  -0.28
C (-0.9472, 3.8157, -6.9167)  -0.08
H (-3.0959, 0.9761, -4.5381)  0.09
H (-2.3815, 1.8827, -3.1879)  0.05
H (-2.9467, 2.7298, -4.6226)  0.05
H (-0.5921, 0.7730, -4.4516)  0.11
H (-0.4417, 2.5120, -4.6232)  0.11
H (-2.7164, 2.5808, -6.8331)  0.10
H (-1.5770, 2.1328, -8.0900)  0.12
H (-1.0578, 4.2286, -5.9123)  0.07
H (-1.3737, 4.5353, -7.6158)  0.07
H (0.1209, 3.7130, -7.1176)  0.08
C (-4.8434, 5.5416, -5.2388)  -0.07
C (-4.0989, 6.5707, -6.0735)  -0.28
O (-3.6993, 6.0978, -7.3469)  -0.17
C (-4.7398, 5.6880, -8.2158)  -0.28
C (-5.7262, 6.7904, -8.5639)  -0.08
H (-4.2593, 4.6234, -5.1568)  0.06
H (-5.0261, 5.9319, -4.2370)  0.08
H (-5.8095, 5.2830, -5.6755)  0.07
H (-3.1731, 6.8469, -5.5673)  0.12
H (-4.6916, 7.4877, -6.1713)  0.11
H (-5.2656, 4.8187, -7.8034)  0.11
H (-4.2382, 5.3493, -9.1232)  0.12
H (-6.3026, 7.1116, -7.6949)  0.07
H (-6.4314, 6.4373, -9.3171)  0.08
H (-5.2002, 7.6622, -8.9560)  0.08
C (2.3536, -1.7882, 1.8974)  -0.08
C (2.5934, -3.1779, 1.3328)  -0.26
O (3.8680, -3.3412, 0.7361)  -0.18
C (4.9809, -3.1500, 1.5906)  -0.28
C (5.0356, -4.1139, 2.7649)  -0.06
H (2.5392, -1.0338, 1.1277)  0.08
H (1.3253, -1.6941, 2.2423)  0.06
H (3.0122, -1.5723, 2.7395)  0.07
H (1.8744, -3.3774, 0.5370)  0.12
H (2.4273, -3.9376, 2.1049)  0.11
H (5.0220, -2.1102, 1.9376)  0.11
H (5.8607, -3.3031, 0.9611)  0.11
H (4.2112, -3.9513, 3.4617)  0.07
H (5.9672, -3.9825, 3.3167)  0.08
H (4.9778, -5.1465, 2.4174)  0.06
C (8.6923, -0.9122, -0.0556)  -0.08
C (9.6017, -0.3046, 1.0007)  -0.28
O (9.1101, -0.4280, 2.3238)  -0.16
C (8.9231, -1.7526, 2.7887)  -0.28
C (10.1943, -2.5847, 2.8232)  -0.08
H (7.6824, -0.5075, 0.0318)  0.08
H (9.0748, -0.6904, -1.0523)  0.08
H (8.6247, -1.9974, 0.0391)  0.06
H (9.6937, 0.7682, 0.8282)  0.12
H (10.6111, -0.7242, 0.9239)  0.11
H (8.1469, -2.2549, 2.1983)  0.09
H (8.5326, -1.6586, 3.8030)  0.12
H (10.5883, -2.7703, 1.8228)  0.07
H (9.9967, -3.5523, 3.2857)  0.08
H (10.9689, -2.0716, 3.3951)  0.08
C (4.3941, -8.3561, 1.9822)  -0.07
C (5.8269, -8.7081, 2.3406)  -0.28
O (6.3501, -7.9580, 3.4252)  -0.17
C (5.6712, -8.0998, 4.6596)  -0.29
C (5.6601, -9.5193, 5.2023)  -0.08
H (4.3003, -7.2832, 1.8066)  0.06
H (4.0905, -8.8841, 1.0782)  0.08
H (3.6952, -8.6242, 2.7768)  0.07
H (6.4778, -8.4827, 1.4952)  0.12
H (5.9218, -9.7828, 2.5338)  0.11
H (4.6486, -7.7114, 4.5834)  0.11
H (6.2025, -7.4487, 5.3553)  0.12
H (5.0770, -10.1924, 4.5720)  0.07
H (5.2198, -9.5353, 6.2000)  0.08
H (6.6761, -9.9130, 5.2600)  0.08
C (6.1069, -7.1841, -3.9474)  -0.08
C (4.7676, -7.1473, -3.2293)  -0.28
O (4.8640, -6.8720, -1.8446)  -0.16
C (5.4380, -5.6259, -1.4919)  -0.28
C (4.6792, -4.4154, -1.9990)  -0.08
H (6.7863, -7.8793, -3.4513)  0.08
H (5.9694, -7.5035, -4.9811)  0.08
H (6.5870, -6.2044, -3.9638)  0.07
H (4.2942, -8.1277, -3.2949)  0.12
H (4.0912, -6.4359, -3.7172)  0.11
H (6.4878, -5.5859, -1.8085)  0.11
H (5.4375, -5.6116, -0.4002)  0.11
H (4.7040, -4.3374, -3.0886)  0.07
H (5.1167, -3.5070, -1.5875)  0.07
H (3.6361, -4.4686, -1.6899)  0.08
C (-10.8345, 2.8893, 0.4027)  -0.07
C (-9.5471, 2.1930, -0.0069)  -0.28
O (-9.4900, 0.8251, 0.3597)  -0.16
C (-10.4865, -0.0102, -0.2003)  -0.28
C (-10.4665, -0.0670, -1.7191)  -0.08
H (-11.0152, 2.7556, 1.4706)  0.08
H (-10.7674, 3.9563, 0.1876)  0.08
H (-11.7014, 2.4968, -0.1319)  0.07
H (-8.7079, 2.6648, 0.5036)  0.10
H (-9.3727, 2.3105, -1.0834)  0.11
H (-11.4804, 0.2820, 0.1587)  0.11
H (-10.2875, -1.0038, 0.2033)  0.12
H (-10.7311, 0.8922, -2.1668)  0.06
H (-11.1829, -0.8080, -2.0756)  0.08
H (-9.4721, -0.3390, -2.0767)  0.08

Results
**SMILES string**: CCOCCOCCOC[C@H](NC[C@H](C)F)[C@H](CON=O)O[C@@H](N)[PH2]=S.CCOCC.CCOCC.CCOCC.CCOCC.CCOCC.CCOCC.CCOCC

---

Density functional theory data (the ωB97M-V functional and the def2-TZVPD basis) for an isolated ion of composition C5H10NO and charge -1 at a distorted geometry.

Each line ends with the Löwdin charge.
Positions of all 17 atoms, in Å:
C (-1.0996, -1.6095, 1.4494)  -0.02
C (-0.0616, -0.9631, 0.9093)  -0.46
N (1.1810, -1.5686, 0.7652)  0.08
C (-0.0252, 0.5134, 0.5906)  -0.20
C (-0.5825, 0.8097, -0.8238)  -0.20
C (0.4416, 1.6746, -1.6172)  -0.61
O (0.0405, 2.1446, -2.7894)  -0.35
H (-1.0461, -2.6911, 1.5528)  0.03
H (-2.0665, -1.1462, 1.5473)  0.04
H (1.2236, -2.5707, 0.8542)  0.07
H (1.7579, -1.1907, 0.0273)  0.08
H (0.9995, 0.8472, 0.7843)  0.10
H (-0.5625, 1.0600, 1.3563)  0.10
H (-0.7912, -0.1429, -1.2858)  0.09
H (-1.5317, 1.3480, -0.7835)  0.09
H (0.7464, 2.4632, -0.8614)  0.08
H (1.3765, 1.0218, -1.6757)  0.07

Results
**Energy relative to the best compared isomer or geometry (same formula, charge and spin)**: 36.39 kJ/mol
**Charge**: -1
**SMILES string**: C=C(N)CCC[O-]

---

E_HOMO per entry: -8.02 -2.30 eV